(1)
59
Properties=species:S:1:pos:R:3:lowdin_charge:R:1 method="wB97M-V/def2-TZVPD" orbital_gap_ev=8.4 smiles="COc1ccc(Cn2nnnc2[C@@H](c2cc3cccc(C)c3[nH]c2=O)N2CCOCC2)cc1" relative_energy_kj_mol=153.15
C -5.303 -0.759 1.085 -0.078
O -4.431 -1.571 0.337 -0.095
C -3.113 -1.597 0.679 -0.283
C -2.308 -2.466 -0.058 0.006
C -0.956 -2.555 0.194 -0.024
C -0.370 -1.767 1.177 -0.211
C 1.107 -1.843 1.484 -0.074
N 1.889 -2.357 0.398 -0.060
N 2.223 -3.650 0.323 0.048
N 2.934 -3.806 -0.712 -0.032
N 3.104 -2.663 -1.357 0.095
C 2.450 -1.750 -0.678 -0.289
C 2.379 -0.304 -1.027 -0.194
C 0.941 0.157 -0.993 -0.080
C 0.461 1.076 -0.130 0.034
C -0.906 1.490 -0.150 -0.154
C -1.415 2.446 0.737 -0.033
C -2.737 2.812 0.670 -0.080
C -3.574 2.236 -0.284 -0.054
C -3.114 1.286 -1.175 -0.209
C -4.028 0.666 -2.188 -0.030
C -1.763 0.907 -1.101 -0.144
N -1.243 -0.033 -1.947 0.199
C 0.058 -0.483 -1.965 -0.422
O 0.393 -1.352 -2.748 0.085
N 3.214 0.521 -0.152 -0.122
C 4.459 -0.112 0.262 -0.151
C 5.187 0.826 1.226 -0.191
O 5.464 2.073 0.638 -0.127
C 4.278 2.679 0.189 -0.193
C 3.540 1.783 -0.804 -0.156
C -1.175 -0.913 1.915 -0.039
C -2.535 -0.827 1.682 -0.016
H -6.289 -0.905 0.645 0.097
H -5.328 -1.061 2.136 0.099
H -5.024 0.297 1.014 0.077
H -2.766 -3.070 -0.825 0.125
H -0.358 -3.243 -0.385 0.118
H 1.268 -2.528 2.325 0.139
H 1.490 -0.854 1.751 0.127
H 2.728 -0.259 -2.076 0.169
H 1.118 1.519 0.605 0.126
H -0.754 2.889 1.467 0.115
H -3.133 3.550 1.351 0.103
H -4.608 2.545 -0.332 0.113
H -4.147 -0.401 -1.993 0.079
H -5.010 1.129 -2.143 0.084
H -3.638 0.793 -3.197 0.087
H -1.862 -0.487 -2.607 0.154
H 4.248 -1.047 0.784 0.123
H 5.108 -0.333 -0.601 0.139
H 6.148 0.402 1.517 0.128
H 4.564 0.970 2.124 0.126
H 4.570 3.618 -0.284 0.128
H 3.619 2.891 1.046 0.125
H 2.621 2.270 -1.133 0.123
H 4.185 1.615 -1.684 0.138
H -0.736 -0.302 2.690 0.123
H -3.126 -0.149 2.276 0.110

=====

(2)
10
Properties=species:S:1:pos:R:3:lowdin_charge:R:1 method="wB97M-V/def2-TZVPD" orbital_gap_ev=7.8 smiles="O=C1CCN=P1" relative_energy_kj_mol=83.48
O 2.535 -1.954 0.148 0.003
C 1.973 -0.898 0.036 -0.569
C 0.444 -0.616 -0.231 -0.150
C 0.198 0.866 0.197 -0.339
N 1.425 1.472 -0.071 -0.415
P 2.822 0.815 -0.041 0.966
H 0.507 -0.678 -1.317 0.110
H -0.218 -1.370 0.192 0.106
H -0.645 1.483 -0.294 0.124
H 0.129 1.053 1.403 0.165

=====

(3)
61
Properties=species:S:1:pos:R:3:lowdin_charge:R:1 method="wB97M-V/def2-TZVPD" orbital_gap_ev=8.2 smiles="COCCN1C(=O)C(=O)/C(=C(/O)c2ccc(S(=O)(=O)N3CCOCC3)cc2)[C@@H]1c1ccc(O)cc1" relative_energy_kj_mol=11.45
C 6.840 0.271 0.343 -0.105
O 5.790 -0.501 0.862 -0.203
C 5.589 -1.705 0.156 -0.197
C 4.412 -2.458 0.778 -0.083
N 3.122 -2.046 0.291 -0.006
C 2.369 -2.844 -0.504 -0.371
O 2.717 -3.909 -0.960 0.106
C 1.005 -2.171 -0.650 -0.257
O 0.091 -2.585 -1.326 0.131
C 1.075 -0.960 0.160 -0.037
C 0.115 -0.013 0.302 -0.185
O 0.343 1.178 0.881 0.122
C -1.275 -0.166 -0.157 -0.127
C -1.997 -1.335 0.075 0.005
C -3.312 -1.426 -0.344 -0.043
C -3.900 -0.352 -0.984 -0.258
S -5.630 -0.443 -1.469 0.670
O -5.842 0.494 -2.531 -0.277
O -5.979 -1.819 -1.648 -0.273
N -6.518 0.104 -0.176 -0.234
C -6.664 -0.745 0.982 -0.155
C -5.684 -0.339 2.089 -0.178
O -5.804 1.035 2.392 -0.125
C -5.548 1.839 1.261 -0.179
C -6.523 1.515 0.124 -0.156
C -3.197 0.813 -1.224 -0.054
C -1.884 0.910 -0.803 0.014
C 2.495 -0.801 0.671 -0.174
C 3.151 0.404 0.024 -0.205
C 3.574 1.489 0.783 -0.051
C 4.137 2.595 0.178 -0.003
C 4.287 2.631 -1.205 -0.321
O 4.847 3.734 -1.760 0.063
C 3.864 1.547 -1.968 -0.001
C 3.298 0.446 -1.356 -0.007
H 6.647 0.551 -0.700 0.089
H 7.793 -0.271 0.392 0.091
H 6.899 1.170 0.953 0.091
H 6.494 -2.328 0.221 0.128
H 5.390 -1.500 -0.906 0.130
H 4.496 -3.520 0.536 0.131
H 4.455 -2.318 1.863 0.139
H 1.288 1.310 1.062 0.092
H -1.535 -2.162 0.588 0.127
H -3.887 -2.326 -0.197 0.121
H -6.501 -1.771 0.656 0.117
H -7.690 -0.642 1.353 0.135
H -5.907 -0.871 3.015 0.130
H -4.651 -0.561 1.779 0.113
H -5.672 2.871 1.594 0.130
H -4.510 1.687 0.925 0.114
H -6.265 2.044 -0.792 0.116
H -7.538 1.795 0.429 0.135
H -3.685 1.620 -1.748 0.118
H -1.318 1.811 -0.979 0.125
H 2.532 -0.696 1.766 0.170
H 3.490 1.462 1.861 0.129
H 4.474 3.439 0.759 0.123
H 4.887 3.643 -2.720 0.111
H 3.979 1.568 -3.044 0.119
H 2.969 -0.391 -1.955 0.132

=====

(4)
15
Properties=species:S:1:pos:R:3:lowdin_charge:R:1 method="wB97M-V/def2-TZVPD" orbital_gap_ev=9.0 smiles="CCNCC=O" relative_energy_kj_mol=389.44
C 1.408 1.535 1.125 -0.131
C 0.200 0.955 0.461 -0.358
N 0.527 -0.196 -0.313 -0.073
C -0.630 -1.166 -0.521 -0.185
C -1.492 -1.637 -1.618 -0.193
O -2.720 -1.245 -1.482 -0.037
H 1.642 1.035 2.073 0.070
H 1.363 2.528 1.460 0.048
H 2.320 1.211 0.528 0.093
H -0.458 1.855 -0.019 0.149
H -0.407 0.741 1.384 0.113
H 1.075 -0.180 -1.105 0.076
H -0.179 -2.126 -0.008 0.140
H -1.393 -0.787 0.351 0.155
H -1.257 -2.522 -2.315 0.134

=====

(5)
60
Properties=species:S:1:pos:R:3:lowdin_charge:R:1 method="wB97M-V/def2-TZVPD" orbital_gap_ev=5.8 relative_energy_kj_mol=137.57
Pb 0.202 -0.313 -0.363 1.191
C 1.265 3.195 -3.513 -0.048
C 1.306 1.689 -3.477 -0.294
C 0.225 0.929 -3.915 -0.075
C 0.273 -0.459 -3.889 -0.121
C 1.413 -1.108 -3.433 -0.144
C 2.505 -0.362 -3.009 -0.112
C 2.443 1.025 -3.021 -0.066
H 0.239 3.559 -3.561 0.056
H 1.794 3.578 -4.389 0.086
H 1.745 3.621 -2.630 0.072
H -0.667 1.431 -4.277 0.107
H -0.581 -1.036 -4.224 0.106
H 1.458 -2.191 -3.418 0.107
H 3.404 -0.860 -2.666 0.111
H 3.292 1.603 -2.671 0.118
Se -0.383 3.539 0.085 0.635
Se -1.287 3.130 2.178 0.703
C 0.095 2.012 2.920 -0.572
C 1.165 2.588 3.576 -0.077
C 2.131 1.786 4.171 -0.021
C 1.994 0.413 4.110 -0.020
C 0.923 -0.117 3.425 -0.054
N 0.001 0.667 2.851 -0.061
C -1.790 2.709 -0.968 -0.690
C -2.255 3.394 -2.084 -0.120
C -3.274 2.811 -2.820 -0.066
C -3.794 1.595 -2.407 -0.054
C -3.261 1.003 -1.273 -0.127
N -2.268 1.546 -0.569 -0.023
H 1.221 3.665 3.622 0.106
H 2.974 2.234 4.680 0.121
H 2.720 -0.253 4.552 0.125
H 0.760 -1.180 3.303 0.119
H -1.837 4.354 -2.357 0.099
H -3.672 3.314 -3.692 0.112
H -4.607 1.121 -2.941 0.106
H -3.636 0.055 -0.902 0.115
N -2.095 -0.303 2.124 0.119
C -0.922 -0.005 1.812 -0.421
H -2.366 -0.100 3.090 0.067
C 0.022 -2.653 -0.246 -0.303
C -0.827 -3.151 0.861 -0.363
C -0.283 -3.383 2.132 -0.096
C -1.074 -3.782 3.199 -0.107
C -2.439 -3.976 3.027 -0.115
C -2.991 -3.783 1.766 -0.101
C -2.197 -3.379 0.702 -0.073
H -0.361 -2.957 -1.224 0.031
H 1.049 -3.013 -0.143 0.041
H 0.789 -3.258 2.269 0.105
H -0.621 -3.950 4.170 0.097
H -3.061 -4.287 3.857 0.092
H -4.050 -3.949 1.611 0.098
H -2.644 -3.232 -0.276 0.106
N 6.356 -2.156 0.315 0.081
C 5.465 -1.558 0.751 -0.409
N 4.520 -0.833 1.307 0.069
C 3.312 -0.631 1.015 -0.355
N 2.179 -0.348 0.874 -0.018

=====

(6)
74
Properties=species:S:1:pos:R:3:lowdin_charge:R:1 method="wB97M-V/def2-TZVPD" charge=+2 orbital_gap_ev=6.2 relative_energy_kj_mol=134.60
Pt 0.240 -0.535 -0.126 0.832
O -2.582 -2.008 0.383 -0.348
S -1.780 -0.844 0.721 0.807
C -2.723 0.639 0.521 -0.358
C -4.053 0.683 0.915 -0.046
C -4.751 1.866 0.733 -0.016
C -4.124 2.972 0.165 -0.015
C -2.808 2.897 -0.267 -0.045
C -2.099 1.709 -0.113 -0.333
P -0.443 1.493 -0.817 0.950
C 0.538 2.881 -0.266 -0.356
C 0.711 3.059 1.108 -0.098
C 1.386 4.173 1.575 -0.059
C 1.903 5.098 0.674 -0.045
C 1.737 4.918 -0.692 -0.045
C 1.045 3.814 -1.169 -0.060
C -0.571 1.465 -2.598 -0.348
C 0.606 1.256 -3.323 -0.103
C 0.552 1.140 -4.700 -0.040
C -0.670 1.225 -5.354 -0.034
C -1.842 1.420 -4.635 -0.044
C -1.800 1.535 -3.254 -0.057
C -1.311 -0.971 2.447 -0.318
C -2.046 -0.354 3.438 -0.029
C -1.683 -0.498 4.775 -0.016
C -0.584 -1.256 5.114 -0.025
C 0.180 -1.852 4.116 -0.074
C -0.147 -1.720 2.769 -0.357
P 1.107 -2.300 1.589 1.156
C 0.621 -3.640 0.523 -0.265
C -0.543 -4.301 0.847 -0.066
C -0.917 -5.452 0.154 0.072
C -0.149 -6.037 -0.868 0.000
C 1.015 -5.441 -1.215 0.064
C 1.563 -4.274 -0.468 -0.347
C 2.219 -0.905 1.132 -0.394
C 2.570 -0.527 -0.189 -0.210
C 3.382 0.612 -0.375 -0.036
C 3.846 1.332 0.696 -0.035
C 3.517 0.927 1.996 -0.028
C 2.710 -0.164 2.224 -0.079
H -4.531 -0.192 1.339 0.133
H -5.788 1.928 1.035 0.128
H -4.675 3.894 0.035 0.127
H -2.341 3.751 -0.742 0.131
H 0.310 2.331 1.805 0.106
H 1.509 4.326 2.639 0.116
H 2.432 5.968 1.040 0.119
H 2.133 5.644 -1.388 0.120
H 0.900 3.683 -2.233 0.108
H 1.559 1.168 -2.813 0.098
H 1.461 0.968 -5.260 0.123
H -0.711 1.130 -6.430 0.121
H -2.791 1.479 -5.149 0.119
H -2.719 1.677 -2.701 0.105
H -2.914 0.240 3.188 0.113
H -2.269 -0.008 5.540 0.129
H -0.296 -1.376 6.149 0.128
H 1.058 -2.425 4.390 0.119
H -1.211 -3.914 1.603 0.112
H -1.863 -5.911 0.419 0.143
H -0.506 -6.915 -1.384 0.136
H 1.648 -5.817 -2.008 0.152
H 2.327 -4.756 0.177 0.212
H 2.461 -1.181 -1.042 0.054
H 3.678 0.864 -1.386 0.129
H 4.482 2.193 0.543 0.126
H 3.898 1.481 2.844 0.127
H 2.464 -0.446 3.239 0.109
O 0.823 -3.820 -3.274 -0.216
S 1.216 -2.714 -2.460 0.482
O 2.052 -1.697 -3.017 -0.252
O 2.246 -3.378 -1.291 -0.184
O 0.135 -2.209 -1.592 -0.426

=====

(7)
15
Properties=species:S:1:pos:R:3:lowdin_charge:R:1 method="wB97M-V/def2-TZVPD" orbital_gap_ev=10.9 smiles="C=CC[C@H](O)C=O" relative_energy_kj_mol=139.15
C -1.866 0.499 -0.001 0.004
C -0.760 1.106 -0.429 -0.168
C 0.555 1.063 0.312 -0.143
C 1.145 -0.344 0.130 -0.374
O 1.561 -0.461 -1.204 -0.010
C 0.195 -1.466 0.509 -0.227
O -0.123 -2.327 -0.272 0.071
H -1.905 -0.052 0.943 0.064
H -2.771 0.529 -0.598 0.061
H -0.754 1.588 -1.407 0.106
H 0.441 1.330 1.371 0.121
H 1.287 1.752 -0.132 0.120
H 2.001 -0.472 0.807 0.150
H 1.158 -1.251 -1.585 0.091
H -0.163 -1.494 1.554 0.134

=====

(8)
47
Properties=species:S:1:pos:R:3:lowdin_charge:R:1 method="wB97M-V/def2-TZVPD" charge=+3 orbital_gap_ev=6.7
Bi 0.386 -0.450 -0.064 1.699
S -0.916 1.949 -0.462 0.802
S -0.831 -2.989 -0.379 0.771
C -2.763 1.854 -0.391 -0.268
C -0.693 2.032 -2.257 -0.425
C -1.272 0.810 -2.941 -0.230
N -0.603 -0.451 -2.418 -0.240
C -1.234 -1.714 -2.893 -0.247
C -0.641 -2.928 -2.199 -0.437
H 0.374 2.198 -2.445 0.102
H -1.210 2.946 -2.567 0.116
H -1.056 0.899 -4.024 0.155
H -2.369 0.761 -2.775 0.122
H -1.000 -1.823 -3.966 0.153
H -2.333 -1.673 -2.748 0.124
H 0.428 -3.094 -2.399 0.100
H -1.166 -3.840 -2.516 0.111
C -2.670 -2.810 -0.382 -0.293
H 0.336 -0.405 -2.873 0.125
H -3.003 -1.928 -0.930 0.033
H -2.961 -2.753 0.664 0.041
H -3.101 -3.705 -0.844 0.080
H -3.036 1.795 0.671 0.055
H -3.148 0.987 -0.942 0.044
H -3.186 2.784 -0.800 0.085
C 4.420 -0.201 -1.597 -0.074
C 4.797 -0.249 -0.309 -0.081
H 4.330 0.764 -2.120 0.061
H 4.151 -1.102 -2.174 0.057
H 5.041 0.673 0.238 0.049
H 4.860 -1.181 0.263 0.071
N 2.139 1.633 3.422 0.167
C 3.152 2.066 2.551 0.013
C 2.898 1.525 1.329 -0.105
N 1.786 0.698 1.435 -0.148
C 1.332 0.789 2.703 -0.256
C 0.029 0.286 3.069 -0.278
N -0.861 -0.272 2.217 -0.019
C -2.022 -0.466 2.970 -0.079
C -1.834 -0.010 4.248 0.006
N -0.534 0.476 4.286 0.152
H 2.056 1.851 4.424 0.191
H 3.961 2.720 2.847 0.148
H 3.387 1.596 0.365 0.091
H -2.886 -0.926 2.507 0.117
H -2.492 0.016 5.106 0.148
H -0.044 0.865 5.102 0.195

=====

| no. | E_HOMO (eV) | LUMO (eV) | F_max (hartree/bohr) |
| --- | --- | --- | --- |
| 1 | -8.518 | -0.1 | 0.02815 |
| 2 | -8.569 | -0.7 | 0.06718 |
| 3 | -8.862 | -0.7 | 0.02119 |
| 4 | -8.860 | 0.2 | 0.12265 |
| 5 | -6.935 | -1.1 | 0.01080 |
| 6 | -13.823 | -7.6 | 0.02021 |
| 7 | -9.935 | 0.9 | 0.00769 |
| 8 | -17.739 | -11.1 | 0.03481 |